Record 1
Formula: C26H60BBrCl3O11
Source: the Open Molecules 2025 dataset
Level of theory: ωB97M-V/def2-TZVPD

Values from the calculation:
* HOMO level: -0.21141 Eh
* frontier orbital gap: 7.810 eV
* E: -5833.67554 a.u.
* total charge: -1

CARTESIAN COORDINATES (ANGSTROEM)
Br: 1.460329 -5.090762 4.781989
Cl: 3.529917 -2.750449 4.131008
Cl: 3.548248 -6.158042 2.508892
Cl: 2.354163 -6.040566 -0.330649
O: -2.089413 -3.068637 0.672873
O: -3.082609 -6.158611 0.903103
O: 3.208777 7.713287 -2.367294
O: 4.553200 3.017199 -4.184402
O: 3.127416 1.106772 -5.904575
O: 2.702530 5.124464 -1.076089
O: -0.376705 -3.325730 3.077729
O: -5.614855 -0.497471 -0.686612
O: 0.396010 3.777529 1.944738
O: -7.492058 0.098603 1.501924
O: -0.234591 1.194956 3.176009
C: -4.536608 -0.413853 0.235131
C: 1.872395 -4.715459 0.849075
C: 1.947677 7.290248 -1.874745
C: 3.625611 7.003879 -3.516941
C: -1.546892 -4.337399 0.331922
C: -7.826997 -0.587321 0.307129
C: 0.930970 -2.753285 3.021523
C: 1.774638 -3.434477 -0.002584
C: 4.074732 5.050386 -0.727296
C: -6.654216 -1.356752 -0.258488
C: 3.140460 2.952525 -4.324156
C: -0.878972 3.407619 2.439884
C: -1.585841 -7.268720 2.465931
C: -2.351224 -7.343793 1.158571
C: -2.595988 -5.338425 -0.145002
C: -1.408712 -2.391796 2.894216
C: 0.781689 3.054688 0.787286
C: -7.211703 1.470424 1.308538
C: -2.482584 -3.011801 2.045798
C: 4.241168 0.236305 -5.827424
C: 2.088124 6.346523 -0.701966
C: 1.133472 1.021777 3.516749
C: -0.780077 2.429747 3.590010
C: 2.837814 -4.555527 2.025625
C: 2.668559 1.551796 -4.637440
C: 5.203876 3.528518 -5.329853
B: 2.138581 -3.810302 3.348837
H: -8.205093 0.115441 -0.442864
H: -4.890441 -0.219361 1.250978
H: 2.801936 3.647242 -5.099940
H: 2.703027 3.269879 -3.371575
H: 0.638322 1.979944 0.918661
H: -1.486370 2.971610 1.639703
H: -8.630617 -1.290536 0.548191
H: 4.191990 4.916425 0.353683
H: -1.679418 -7.578572 0.329643
H: 1.835336 3.256639 0.609253
H: -2.283193 -7.128914 3.289157
H: -1.051057 -8.202547 2.637415
H: 1.091621 6.108261 -0.315838
H: 2.652452 6.828028 0.102171
H: -6.778818 1.847328 2.233690
H: 4.617720 5.945003 -1.040943
H: 3.507386 5.925029 -3.385337
H: 4.631588 0.117779 -6.836994
H: 2.535286 -2.725337 0.316766
H: 1.730666 1.896012 3.245090
H: 1.046042 -2.251541 2.066948
H: 5.047995 4.611425 -5.410241
H: 1.403479 8.182531 -1.550029
H: -3.454789 -4.781819 -0.515636
H: 1.242144 0.824471 4.587757
H: -1.840743 -2.119877 3.868122
H: 6.270770 3.339310 -5.220509
H: -3.900381 0.411643 -0.080347
H: 1.877691 -3.657722 -1.055862
H: -6.995912 -1.922901 -1.131470
H: 0.212687 3.392872 -0.086674
H: 1.497285 0.155124 2.969746
H: 4.849893 3.045877 -6.244039
H: 3.717337 -4.016339 1.691091
H: 1.574752 1.546671 -4.663314
H: 0.815302 -2.953561 0.162242
H: -3.410560 -2.446125 2.131478
H: -6.499570 1.624999 0.494444
H: -0.862518 -6.457637 2.492436
H: -8.130385 2.029858 1.095421
H: 1.368457 6.810571 -2.670440
H: 4.678808 7.226512 -3.681676
H: -1.377281 4.319854 2.785748
H: -1.053156 -1.466559 2.433928
H: -0.186641 2.862890 4.401977
H: -1.062733 -4.767361 1.206994
H: 5.027266 0.643043 -5.186794
H: -3.071817 -8.162631 1.224363
H: 4.493455 4.184442 -1.238095
H: 0.985443 -1.966251 3.781334
H: -3.944067 -1.333022 0.223282
H: 3.942047 -0.746348 -5.447877
H: -0.806534 -4.159036 -0.446436
H: -6.282668 -2.071756 0.482246
H: -1.788199 2.236092 3.973320
H: 2.990614 0.864404 -3.849778
H: -2.168125 -5.950889 -0.941174
H: -2.683011 -4.011179 2.435184
H: 0.899334 -5.042069 1.199564
H: 3.055659 7.324614 -4.397116

Cartesian forces (eV/Å) of the 3 atoms listed first:
-0.1 -0.1 0.0
0.0 0.0 -0.1
0.0 0.1 0.0

Atomic partial charges in e from the Mulliken method, atoms 1 to 2: Br -0.41; Cl -0.44

---

Record 2
Formula: C26H60N2O10Sr
Source: the Open Molecules 2025 dataset
Level of theory: ωB97M-V/def2-TZVPD

Values from the calculation:
* HOMO level: -0.20916 Eh
* frontier orbital gap: 5.966 eV
* E: -1919.06871 a.u.

CARTESIAN COORDINATES (ANGSTROEM)
Sr: -0.003929 0.135631 -0.053566
O: -0.855460 2.847093 -0.262948
O: -0.265860 -1.444811 1.993509
O: 2.109848 1.622243 -0.605655
O: -3.336963 -2.294523 2.780044
O: -1.451716 0.249723 -2.278895
O: 0.785777 1.471024 2.435546
O: -2.575943 0.589772 0.543923
O: 4.931410 0.891837 -1.217000
O: -0.842518 -2.085911 -1.070461
O: 1.926183 -1.776395 -0.558424
N: -1.535941 -0.346967 -3.610601
N: 1.119134 0.802356 3.611745
C: 2.112480 0.232266 6.365350
C: -1.269206 0.745283 4.587892
C: -3.017871 1.871366 0.270078
C: 1.535696 -2.961399 -1.106608
C: -0.265608 -1.254409 -5.572381
C: -1.022638 -2.566342 2.355629
C: 2.628954 0.729798 3.810826
C: -2.431686 -2.623932 1.802548
C: 0.166213 2.517636 5.211756
C: -3.755680 -1.412345 -2.752250
C: 3.479843 2.024371 3.984036
C: 2.926877 -0.174439 5.138839
C: 3.894376 1.305436 -2.112415
C: -1.902256 2.842850 0.682032
C: -2.906977 -0.882749 -4.012363
C: 0.215470 1.039050 4.779158
C: -2.679888 -2.043462 -5.057609
C: 0.979481 0.119565 -3.768743
C: 3.004569 2.360341 -1.476635
C: 0.104202 -2.984609 -1.620443
C: -0.452980 1.200373 -5.374953
C: -1.613544 -1.750937 -6.206264
C: -0.361181 -0.080081 -4.575228
C: 0.619923 0.171439 6.010155
C: 3.320376 -0.087425 2.643488
C: -3.691428 0.284136 -4.674670
H: 3.363672 0.503935 1.728868
H: 1.030119 -0.522177 -2.889138
H: 4.329069 -0.289641 3.003678
H: -0.296869 2.704081 6.180722
H: -4.357581 -0.580840 -2.385612
H: -3.892544 2.027921 0.901372
H: 2.799823 -1.034510 2.501586
H: -0.007290 -0.938253 2.766905
H: -1.601423 -0.288939 4.497795
H: 2.120063 -3.271509 -1.972899
H: 1.867157 -0.232626 -4.294185
H: -4.579084 0.045330 -5.260449
H: 3.607841 3.048430 -0.884438
H: -1.975642 1.193034 5.286872
H: -1.498360 2.774106 1.692101
H: -3.345621 2.091412 -0.745927
H: -3.278630 -1.981184 -1.954165
H: -1.177822 1.087018 -6.181080
H: -0.406268 -3.887296 -1.284755
H: -4.049895 0.980921 -3.916973
H: 5.447208 1.683666 -1.047987
H: -3.006535 0.858753 -5.298226
H: 0.497365 -1.209924 -6.349548
H: 0.504621 1.591464 -5.718660
H: 1.680286 -3.685226 -0.304571
H: 1.103542 3.073697 5.229572
H: 0.050066 -2.074207 -4.927102
H: -2.597938 -3.680509 1.592559
H: -3.582529 -2.427694 -5.532688
H: 3.330736 2.733885 3.170121
H: 3.413974 0.379994 -2.430008
H: -0.477788 3.003245 4.478586
H: -1.392796 -2.598072 -6.855670
H: -0.828367 -2.627322 3.426442
H: 4.222735 1.750651 -3.051601
H: 2.573219 1.447025 0.216650
H: 2.844458 -1.221874 4.848691
H: -2.075179 -0.927151 -6.750664
H: -0.495093 -3.412042 1.914515
H: -2.317475 -2.821771 -4.386043
H: 0.291657 0.612525 6.951325
H: -1.400438 -1.723016 -1.762294
H: 0.208783 -2.794926 -2.688708
H: 3.369476 2.722089 4.814173
H: 4.533353 1.744872 3.992904
H: 0.324202 -0.875464 6.078302
H: -3.389285 0.080089 0.526095
H: 2.462292 -0.481435 7.111251
H: 2.339569 1.267641 6.619336
H: -3.500683 -1.353936 2.880499
H: 2.471065 2.945961 -2.225320
H: -2.267699 3.868350 0.628094
H: -2.536031 -1.993486 0.919508
H: 2.855244 -1.937083 -0.377807
H: 1.134981 1.169905 -3.522355
H: -1.153048 3.185964 -1.110409
H: -0.816337 2.039287 -4.781406
H: -4.467728 -2.143812 -3.134392
H: 3.984676 -0.065346 5.378132
H: -1.610816 1.183168 3.649987

Cartesian forces (eV/Å) of the 3 atoms listed first:
-0.3 0.8 0.0
1.4 -1.1 0.1
0.0 1.1 -1.3

Atomic partial charges in e from the Mulliken method, atoms 1 to 2: Sr 1.86; O -0.35

---

Record 3
Formula: C26H61BrN8O5P
Source: the Open Molecules 2025 dataset
Level of theory: ωB97M-V/def2-TZVPD

Values from the calculation:
* HOMO level: -0.37225 Eh
* frontier orbital gap: 8.341 eV
* E: -4756.64404 a.u.
* total charge: +1

CARTESIAN COORDINATES (ANGSTROEM)
Br: -3.001860 1.280751 -2.425707
P: 3.009375 1.341593 -3.206812
O: 4.275227 5.681530 -5.529997
O: -2.391757 -2.260220 3.599698
O: 0.150124 1.010649 6.825863
O: -1.896374 -3.878670 -0.643659
O: 1.226549 2.927509 -0.107594
N: 2.044031 5.495867 -5.153529
N: -2.128123 -5.179481 1.201640
N: 0.658970 -4.256113 -3.475505
N: -0.618961 -2.108797 5.012996
N: -0.488349 -0.613005 -3.160384
N: -0.235068 2.731650 1.619451
N: 1.602039 -0.486305 -1.496168
N: -0.689407 3.090990 7.198009
C: -2.148528 -4.013109 0.553360
C: 0.821479 -2.062072 5.184969
C: -0.259417 -3.122403 -3.392888
C: -3.318736 -1.557638 -2.486147
C: 0.593607 -5.120781 -2.305535
C: 0.338402 0.635216 -3.357382
C: 2.249912 4.482961 -4.127325
C: -1.185970 -2.221723 3.808793
C: 0.222272 2.223380 6.729778
C: 4.280428 1.659782 -1.908667
C: -1.787509 -6.388463 0.468092
C: 0.438121 -1.769070 -3.353061
C: -2.439908 -5.271021 2.618897
C: 0.989858 2.848980 1.088732
C: -2.966075 -0.414918 -3.439905
C: 1.458580 -1.774401 -2.204305
C: 3.129169 6.007897 -5.769769
C: -0.542641 4.525974 7.039502
C: -1.625890 -0.562538 -4.133921
C: -0.450426 2.640635 3.051921
C: 3.724252 -0.003961 -4.245281
C: -1.473270 -2.027406 6.190239
C: -1.388404 2.691987 0.733748
C: -1.859346 2.568729 7.887177
C: 0.698491 5.919797 -5.479341
C: 1.474151 0.727163 -2.350520
H: 4.776991 0.721959 -1.651896
H: 0.708990 0.582553 -4.380417
H: 2.767750 3.633993 -4.550229
H: 3.836626 -0.978681 -3.767232
H: 0.871280 -4.615857 -1.374429
H: 1.790416 2.870004 1.845420
H: -2.299960 2.593973 1.317053
H: 0.378934 4.754081 6.507819
H: 2.879309 6.766955 -6.531262
H: 1.324267 -2.133358 4.222011
H: -2.496342 3.390179 8.203678
H: -0.944872 -3.206061 -4.239681
H: -0.837701 -0.659547 -2.196758
H: -2.473154 -1.969953 -1.941222
H: 2.399311 -2.196222 -2.552850
H: 3.826066 2.113172 -1.034390
H: 3.204610 -0.098891 -5.193712
H: 1.175227 -6.030934 -2.424525
H: 1.224440 1.538545 -1.673569
H: 2.867349 4.898164 -3.327836
H: 1.096524 -1.120599 5.663281
H: -1.582928 -5.681871 3.157526
H: 2.566067 -0.472178 -1.181253
H: -2.418265 1.909560 7.221964
H: -2.093225 -2.922155 6.256194
H: -0.948915 1.698877 3.289295
H: -2.420028 -3.163320 1.198421
H: 0.975343 -1.634478 -4.292869
H: -1.077630 3.471179 3.381953
H: -0.319307 1.490785 -3.284320
H: -1.549336 1.991608 8.758381
H: 5.043763 2.289138 -2.354572
H: -0.513020 5.006914 8.018312
H: 1.086801 -2.488855 -1.470058
H: 1.293128 4.163377 -3.718557
H: -1.426854 3.609505 0.144540
H: -0.864497 -1.935594 7.084498
H: 1.141403 -2.894085 5.814588
H: -0.442111 -5.432157 -2.204532
H: -2.126774 -1.160111 6.105295
H: 0.214657 6.340208 -4.594769
H: -0.787844 -6.296035 0.042820
H: -1.299712 1.846662 0.048926
H: -3.866706 -2.347743 -2.990742
H: -3.300287 -5.926584 2.763325
H: -0.447674 -2.278269 2.988535
H: -0.877405 -3.241816 -2.499243
H: -2.668328 -4.280703 3.012643
H: 0.113136 5.066515 -5.831710
H: 1.073142 2.716485 6.227351
H: 0.498503 2.680573 3.582677
H: -1.818598 -7.243718 1.137093
H: 1.605747 -3.976650 -3.695490
H: -3.762955 -0.324944 -4.165789
H: 0.720236 6.676644 -6.260603
H: -1.386453 4.925490 6.473509
H: -1.632996 -1.394089 -4.829058
H: 4.730093 0.327633 -4.499162
H: -3.993510 -1.165033 -1.731637
H: -2.494492 -6.539333 -0.348622
H: -1.507233 0.334104 -4.733585

Cartesian forces (eV/Å) of the 3 atoms listed first:
0.1 -0.1 -0.2
-0.3 1.1 -0.9
-0.1 0.0 0.0

Atomic partial charges in e from the Mulliken method, atoms 1 to 2: Br -0.10; P 0.50

---

Record 4
Formula: C26H61CdF12N3O20P2S5
Source: the Open Molecules 2025 dataset
Level of theory: ωB97M-V/def2-TZVPD

Values from the calculation:
* HOMO level: -0.11236 Eh
* frontier orbital gap: 6.246 eV
* E: -6736.39823 a.u.
* total charge: -2

CARTESIAN COORDINATES (ANGSTROEM)
Cd: -3.861615 0.410667 -0.677785
S: -5.707253 -1.065902 0.501152
S: -1.855097 -5.751600 -0.399842
S: -0.176507 3.261637 -2.959359
S: 5.948693 -1.133760 -0.659208
S: 0.017664 -3.927317 6.193138
P: -3.763857 -0.543561 -3.643163
P: -0.413946 -0.601837 0.224446
F: -1.181598 0.085013 1.480709
F: 0.891744 -0.957265 1.114786
F: 0.290876 0.845363 -0.098353
F: -3.844236 -1.877872 -4.554827
F: -3.923149 -1.329995 -2.259065
F: -3.545230 0.803560 -2.664521
F: 0.296498 -1.207400 -1.091691
F: -2.134836 -0.688717 -3.578493
F: -1.174485 -1.947357 0.601935
F: -5.337584 -0.266826 -3.741586
F: -1.689667 -0.069759 -0.703373
F: -3.584180 0.376710 -4.952964
O: -1.307072 -3.863728 5.213561
O: -5.849642 -0.024106 -0.513956
O: -0.365249 4.228730 -1.919998
O: -1.149188 1.977767 -2.730352
O: 0.230576 -5.278588 6.612643
O: -0.715547 -5.606896 -1.510010
O: -0.233352 3.735169 -4.328233
O: 1.199179 2.463991 -2.710436
O: -4.245525 -0.968727 0.688853
O: -6.165903 -2.389536 0.097420
O: -6.387601 -0.838782 1.792845
O: -2.792985 -4.520937 -0.922558
O: -0.072258 -2.898003 7.187591
O: 5.839022 -0.177023 -1.716974
O: 4.486220 -1.774451 -0.455690
O: 6.945810 -2.163279 -0.675903
O: 5.939756 -0.326033 0.764152
O: -1.335960 -5.388820 0.882879
O: 0.983775 -3.429837 5.025325
O: -2.448658 -7.047507 -0.573294
N: 0.816639 1.821439 5.324238
N: 4.186741 -0.805739 -5.281792
N: -3.470443 2.395353 0.324700
C: -0.602000 -4.238723 -1.920945
C: 5.034160 -1.855393 -7.396433
C: 0.972087 1.175471 -2.123398
C: -1.005161 -3.357207 3.927081
C: -3.625020 1.585602 2.779612
C: 4.408217 -2.056555 -6.003107
C: -2.028525 -3.686615 -1.760603
C: 2.487643 -1.651105 -3.556898
C: -2.177493 4.534532 -0.350227
C: -4.788720 3.061622 0.238787
C: 3.851721 -1.052829 -3.903552
C: 0.487338 -3.646207 3.716801
C: 4.944943 -0.790470 1.646896
C: -5.336739 3.243704 -1.184932
C: -2.999321 2.460774 1.712880
C: 3.831903 -1.339795 0.743631
C: 2.306038 3.823303 5.472172
C: 3.104156 1.406662 -5.230662
C: -1.003232 3.407560 5.846475
C: -2.460329 3.035608 -0.532390
C: 1.678655 2.754010 4.572215
C: -0.601374 2.126256 5.090998
C: 3.266334 0.086890 -5.957796
C: -0.410755 0.744023 -2.647598
C: 2.435251 -0.079691 5.439654
C: 1.095572 0.458017 4.849417
H: 3.270738 3.523926 5.892095
H: 2.296557 -1.132588 5.688469
H: 2.390950 4.822161 5.047117
H: 5.721958 -1.009870 -7.296785
H: 0.586473 -4.675310 3.365667
H: -5.930464 4.164890 -1.204704
H: 2.777533 0.373016 6.371624
H: 1.824610 0.516009 -2.233144
H: -2.750714 2.911268 -1.576624
H: 4.351782 -1.530772 -8.182597
H: 4.067412 1.909055 -5.140185
H: 1.187679 3.295476 3.756867
H: 3.242587 0.075506 4.720252
H: 1.154357 0.352246 3.760505
H: -1.696313 4.785747 0.595927
H: 5.586191 -2.746087 -7.687870
H: -0.893633 0.073735 -1.941273
H: -0.360198 4.241123 5.571239
H: -2.002459 3.656284 5.474753
H: 3.251093 -0.499166 0.356561
H: 1.600976 -1.259067 -4.056237
H: 2.374320 -1.720976 -2.474479
H: -0.367085 0.282536 -3.633928
H: -4.676954 1.631303 3.072093
H: -1.147660 -2.275011 3.900042
H: 2.708217 1.271391 -4.220839
H: 0.788343 1.399031 -1.067469
H: 4.562774 0.112827 2.126334
H: -1.507527 4.933444 -1.118496
H: -1.516006 2.492429 -0.539470
H: -1.067367 3.241814 6.919278
H: 3.868221 -0.099609 -3.360010
H: 0.960863 -2.964963 3.016202
H: -5.937610 2.410730 -1.538992
H: -2.515971 -3.618197 -2.735530
H: 3.548797 0.298361 -6.989075
H: 0.315118 -0.186070 5.254303
H: -5.545747 2.488694 0.777995
H: 2.486821 -2.703069 -3.876237
H: -4.779703 4.033367 0.746884
H: -1.593896 -3.876686 3.174668
H: 2.511116 2.190059 4.151682
H: -3.024404 5.208954 -0.510795
H: -2.970620 3.516597 2.021101
H: 4.596149 -1.564731 -3.294973
H: 1.702669 3.875910 6.382163
H: -0.827513 2.267661 4.025455
H: 5.278423 -1.462732 2.439013
H: -1.945551 2.186440 1.742654
H: -0.185261 -4.166596 -2.923218
H: 3.133206 -2.009937 1.233498
H: 0.112524 -3.682421 -1.310963
H: 2.303815 2.079452 -5.548563
H: 3.476379 -2.631121 -6.086960
H: 5.135101 -2.666492 -5.466649
H: -3.542794 0.535558 2.485701
H: -1.918996 -2.647207 -1.463805
H: 2.269672 -0.379564 -6.011507
H: -1.308147 1.370276 5.436217
H: -3.060765 1.724262 3.703444
H: -4.576023 3.573062 -1.893438

Cartesian forces (eV/Å) of the 3 atoms listed first:
1.2 2.4 0.6
-3.4 -3.9 4.0
-0.4 0.2 -0.2

Atomic partial charges in e from the Mulliken method, atoms 1 to 2: Cd 2.41; S 1.54